11
Properties=species:S:1:pos:R:3:mulliken_charge:R:1 method="wB97M-V/def2-TZVPD" spin_multiplicity=1 relative_energy_kj_mol=269.75 homo_lumo_gap_ev=8.6 e_homo_ev=-4.44 charge=-1 smiles="CO[C@@H]([O-])N=C=O" e_tot_ha=-397.20106
C -0.71 -0.15 1.43 0.25
C 0.75 -1.99 2.69 0.45
C 0.13 0.13 -0.81 -0.61
N 0.72 -1.03 2.03 -0.39
O -1.65 -0.88 1.11 -0.64
O 0.86 -2.93 3.41 -0.62
O -0.13 0.73 0.46 -0.28
H -0.78 0.57 2.49 0.16
H 0.07 0.98 -1.45 0.22
H -0.52 -0.78 -1.10 0.25
H 1.22 -0.22 -0.63 0.22

166
Properties=species:S:1:pos:R:3:mulliken_charge:R:1 method="wB97M-V/def2-TZVPD" spin_multiplicity=1 homo_lumo_gap_ev=8.8 e_homo_ev=-8.07 smiles=COCCNCCOC.COCCNCCOC.COCCNCCOC.COCCNCCOC.COCCNCCOC.COCCNCCOC.CC(C)O.OCCO e_tot_ha=-3081.32459
C -20.87 7.77 -6.50 -0.51
C -21.23 6.80 -7.59 -0.39
O -22.03 5.73 -7.11 -0.54
O -20.29 7.01 -5.45 -0.60
H -21.80 8.26 -6.20 0.32
H -20.17 8.51 -6.87 0.36
H -20.35 6.35 -8.09 0.19
H -21.80 7.24 -8.42 0.21
H -21.63 5.45 -6.28 0.23
H -20.58 7.38 -4.60 0.46
C -26.58 6.16 -10.14 -0.53
O -25.78 7.28 -10.37 -0.38
C -25.47 7.98 -9.20 -0.35
C -24.61 9.20 -9.49 -0.81
N -23.51 8.77 -10.32 0.09
C -22.65 9.82 -10.88 -0.67
C -22.46 9.58 -12.36 -0.72
O -21.96 8.28 -12.62 -0.24
C -22.24 7.83 -13.92 -0.78
H -27.44 6.29 -9.47 0.37
H -26.00 5.33 -9.72 0.08
H -27.04 5.86 -11.09 0.25
H -24.90 7.36 -8.48 0.03
H -26.38 8.24 -8.65 0.53
H -24.21 9.55 -8.54 0.30
H -25.27 9.91 -10.01 0.43
H -23.64 7.97 -10.91 0.23
H -21.70 9.86 -10.34 0.27
H -23.17 10.78 -10.81 0.34
H -21.63 10.24 -12.67 0.39
H -23.34 9.86 -12.93 0.37
H -21.90 6.79 -14.01 0.22
H -21.73 8.47 -14.64 0.31
H -23.32 7.70 -14.09 0.32
C -30.13 0.50 -13.40 -0.78
O -30.14 1.16 -12.15 -0.41
C -29.25 2.25 -12.02 -0.75
C -27.93 1.85 -11.37 -0.16
N -27.20 0.86 -12.19 -0.35
C -26.05 0.32 -11.46 0.09
C -26.35 -0.86 -10.57 -0.82
O -25.14 -1.36 -10.05 0.05
C -25.33 -2.58 -9.36 -0.92
H -29.15 0.55 -13.88 0.39
H -30.92 0.87 -14.06 0.28
H -30.29 -0.57 -13.22 0.27
H -29.73 2.94 -11.33 0.37
H -29.02 2.65 -13.01 0.40
H -28.12 1.43 -10.37 0.24
H -27.35 2.77 -11.30 0.33
H -27.85 0.08 -12.27 0.25
H -25.56 1.08 -10.83 -0.30
H -25.27 0.00 -12.15 0.13
H -26.84 -1.67 -11.14 0.54
H -27.09 -0.70 -9.76 0.37
H -24.36 -2.88 -8.96 0.27
H -25.70 -3.40 -9.97 0.30
H -26.01 -2.39 -8.52 0.35
C -19.22 -0.56 -4.01 -0.70
O -20.45 0.08 -3.72 -0.16
C -20.58 0.37 -2.35 -0.81
C -22.03 0.69 -2.07 -0.05
N -22.92 -0.35 -2.50 -0.35
C -24.32 0.01 -2.43 -0.21
C -25.24 -1.06 -2.98 -0.81
O -25.32 -1.15 -4.38 -0.30
C -25.87 0.00 -4.98 -0.12
H -18.41 -0.03 -3.49 0.33
H -19.07 -0.54 -5.08 0.05
H -19.26 -1.60 -3.65 0.35
H -20.01 1.27 -2.08 0.37
H -20.22 -0.50 -1.79 0.45
H -22.24 1.63 -2.63 -0.12
H -22.20 0.93 -1.01 0.35
H -22.68 -0.76 -3.39 0.28
H -24.47 1.05 -2.79 0.14
H -24.60 0.13 -1.37 0.27
H -26.23 -0.90 -2.53 0.43
H -24.87 -2.01 -2.61 0.35
H -25.34 0.91 -4.68 0.00
H -26.89 0.17 -4.62 0.36
H -25.75 -0.12 -6.05 -0.05
C -23.06 4.59 -3.27 -0.80
O -22.81 5.84 -2.73 -0.42
C -21.49 5.96 -2.25 -0.31
C -21.31 7.39 -1.76 -0.95
N -20.89 8.26 -2.87 -0.32
C -20.79 9.70 -2.52 -1.00
C -19.56 10.02 -1.67 -0.55
O -18.43 9.40 -2.23 -0.28
C -17.24 9.70 -1.54 -0.78
H -23.03 3.80 -2.51 0.48
H -22.30 4.28 -4.01 0.28
H -24.02 4.55 -3.78 0.25
H -20.74 5.74 -3.03 0.29
H -21.36 5.26 -1.42 0.40
H -20.60 7.41 -0.92 0.38
H -22.28 7.71 -1.36 0.32
H -19.90 8.01 -2.97 0.55
H -21.69 10.11 -2.07 0.40
H -20.62 10.16 -3.50 0.33
H -19.73 9.72 -0.63 0.36
H -19.43 11.11 -1.70 0.46
H -17.00 10.75 -1.73 0.29
H -16.47 9.05 -1.93 0.24
H -17.35 9.58 -0.45 0.32
C -16.40 -2.53 -8.28 -0.78
O -16.74 -1.18 -8.52 -0.37
C -17.47 -1.01 -9.72 -0.02
C -17.43 0.46 -10.10 -0.75
N -18.53 0.74 -11.00 0.33
C -18.61 2.12 -11.46 -0.92
C -18.52 3.25 -10.42 -0.68
O -19.52 4.24 -10.67 -0.43
C -20.70 4.12 -9.93 -0.41
H -15.48 -2.78 -8.82 0.28
H -17.17 -3.23 -8.58 0.32
H -16.14 -2.61 -7.22 0.26
H -18.47 -1.46 -9.65 0.03
H -17.00 -1.63 -10.50 0.39
H -16.51 0.66 -10.65 0.23
H -17.41 1.00 -9.14 0.40
H -19.42 0.45 -10.58 0.00
H -19.54 2.30 -12.01 0.44
H -17.82 2.27 -12.21 0.47
H -17.56 3.77 -10.44 0.32
H -18.64 2.87 -9.39 0.33
H -21.23 3.17 -10.10 0.10
H -21.39 4.93 -10.20 0.42
H -20.57 4.16 -8.84 0.15
C -19.46 0.46 -14.80 -0.63
O -20.77 0.28 -14.30 -0.37
C -21.26 -1.03 -14.33 -0.52
C -20.47 -1.98 -13.42 -0.97
N -20.38 -1.57 -12.03 0.02
C -21.65 -1.36 -11.34 -0.71
C -21.45 -1.29 -9.84 -0.47
O -20.91 -0.06 -9.40 0.10
C -20.80 -0.05 -8.01 -1.15
H -19.20 -0.29 -15.56 0.38
H -18.77 0.41 -13.95 0.13
H -19.39 1.44 -15.27 0.26
H -21.24 -1.43 -15.35 0.41
H -22.30 -0.98 -13.98 0.32
H -19.44 -1.94 -13.80 0.45
H -20.80 -3.02 -13.46 0.41
H -19.76 -0.78 -11.93 0.21
H -22.20 -2.29 -11.56 0.53
H -22.26 -0.50 -11.64 0.22
H -20.89 -2.16 -9.49 0.33
H -22.48 -1.37 -9.44 0.05
H -21.78 -0.12 -7.52 0.27
H -20.41 0.91 -7.70 0.29
H -20.18 -0.84 -7.58 0.27
C -25.19 3.88 -6.97 -1.84
C -24.37 2.58 -7.09 1.68
C -24.80 1.69 -8.22 -1.48
O -23.04 3.07 -7.42 0.28
H -26.25 3.64 -6.84 0.54
H -25.10 4.57 -7.80 0.29
H -24.79 4.44 -6.12 0.31
H -24.40 2.12 -6.10 -0.50
H -24.70 2.18 -9.18 0.22
H -25.89 1.55 -8.10 0.43
H -24.48 0.65 -8.16 0.37
H -22.98 3.93 -6.99 -0.12

52
Properties=species:S:1:pos:R:3:mulliken_charge:R:1 method="wB97M-V/def2-TZVPD" spin_multiplicity=1 relative_energy_kj_mol=203.57 homo_lumo_gap_ev=6.9 e_homo_ev=-7.42 e_tot_ha=-3467.39734
Pt 0.21 0.33 0.01 1.19
O -3.44 -0.23 4.01 -0.66
C -4.20 -0.08 2.92 0.18
C -5.58 0.04 3.10 -0.65
C -6.43 0.17 2.02 -0.33
C -5.92 0.19 0.72 -0.75
C -4.55 0.11 0.53 -0.53
C -3.68 -0.02 1.62 0.80
C -2.22 -0.05 1.35 0.67
O -1.83 0.33 0.16 -0.98
N -1.44 -0.42 2.33 -0.71
N -0.11 -0.43 1.96 -0.27
C 0.80 -0.17 2.81 -0.41
C 2.22 -0.10 2.52 0.77
C 3.07 -0.01 3.63 -0.76
C 4.44 0.09 3.51 -0.69
C 4.99 0.11 2.23 -0.43
C 4.19 0.02 1.12 -0.43
C 2.79 -0.08 1.22 0.71
O 2.12 -0.19 0.07 -0.96
H -2.52 -0.40 3.70 0.53
H -5.97 0.01 4.11 0.43
H -7.49 0.25 2.18 0.37
H -6.58 0.27 -0.13 0.41
H -4.13 0.14 -0.46 0.46
H 0.49 0.02 3.84 0.32
H 2.62 -0.05 4.62 0.34
H 5.07 0.16 4.39 0.40
H 6.07 0.20 2.11 0.38
H 4.60 0.02 0.12 0.42
C 1.92 4.28 1.32 -1.16
C 1.30 4.11 -0.06 -0.55
As -0.16 2.80 -0.11 0.23
C -0.73 3.04 -1.98 -0.74
C 0.23 2.38 -2.96 -1.09
C -1.64 3.65 0.81 -0.74
C -1.63 3.43 2.32 -0.79
H 2.78 4.95 1.28 0.40
H 2.26 3.33 1.72 0.27
H 1.20 4.71 2.02 0.25
H 2.05 3.74 -0.77 0.35
H 0.90 5.05 -0.45 0.47
H -0.82 4.11 -2.19 0.49
H -1.72 2.59 -2.05 0.35
H 1.20 2.88 -2.97 0.29
H -0.17 2.39 -3.97 0.37
H 0.40 1.34 -2.68 0.23
H -2.54 3.22 0.37 0.42
H -1.61 4.71 0.56 0.53
H -1.64 2.37 2.57 0.06
H -2.50 3.88 2.79 0.38
H -0.74 3.87 2.78 0.19

11
Properties=species:S:1:pos:R:3:lowdin_spin:R:1 method="wB97M-V/def2-TZVPD" spin_multiplicity=3 relative_energy_kj_mol=177.02 homo_lumo_gap_ev="7.1 / 10.7" e_homo_ev="-12.27 / -18.46" charge=+1 e_tot_ha=-297.72294 s2=2.018
C -0.34 -0.43 -0.16 0.28
C -0.33 0.47 1.05 0.03
N 0.35 -1.52 0.02 0.17
N 1.25 0.24 -2.24 0.67
N 1.02 -2.41 0.05 0.44
N 0.48 0.57 -1.46 0.31
H -1.30 -0.49 -0.57 0.01
H -0.97 1.40 0.75 0.01
H 0.61 0.58 1.49 0.00
H -1.00 0.16 1.92 0.02
H 0.23 1.44 -0.85 0.08

8
Properties=species:S:1:pos:R:3:mulliken_charge:R:1 method="wB97M-V/def2-TZVPD" spin_multiplicity=1 relative_energy_kj_mol=137.97 homo_lumo_gap_ev=11.2 e_homo_ev=-10.45 smiles="O=CCO" e_tot_ha=-229.05402
O 0.38 -0.38 -1.36 -0.51
C -0.24 0.47 -0.44 -0.33
C -0.09 -0.24 0.90 0.18
O 0.83 -1.02 1.03 -0.51
H 1.00 -0.85 -0.78 0.35
H 0.26 1.47 -0.40 0.21
H -1.30 0.67 -0.66 0.27
H -0.84 -0.12 1.70 0.34

88
Properties=species:S:1:pos:R:3:mulliken_charge:R:1 method="wB97M-V/def2-TZVPD" spin_multiplicity=1 relative_energy_kj_mol=211.95 homo_lumo_gap_ev=6.4 e_homo_ev=-12.89 charge=+2 e_tot_ha=-3146.88446
In 0.18 -0.17 0.61 1.92
O 0.48 2.13 -3.53 -0.52
C 0.27 1.21 -2.61 0.00
O 0.84 1.20 -1.54 -0.39
C -0.72 0.18 -3.07 0.27
C -1.02 0.06 -4.42 -0.75
C -1.93 -0.91 -4.80 -1.27
C -2.55 -1.67 -3.82 -1.17
C -2.20 -1.46 -2.49 0.88
N -1.27 -0.58 -2.12 0.90
C -2.85 -2.18 -1.34 0.15
O -4.05 -2.71 -1.52 -0.49
O -2.31 -2.25 -0.27 -0.57
H 1.12 2.78 -3.22 0.48
H -0.54 0.69 -5.14 0.62
H -2.17 -1.07 -5.84 0.50
H -3.26 -2.43 -4.10 0.56
H -4.42 -2.58 -2.40 0.33
C 3.98 0.53 4.90 -0.59
S 3.90 1.64 3.47 0.03
C 2.37 1.26 2.73 0.51
S 1.51 -0.20 3.05 -0.64
N 1.99 2.19 1.89 -1.68
N 0.86 1.99 1.20 1.12
C 0.26 3.00 0.70 -0.99
C -0.98 2.80 -0.02 1.12
C -1.78 3.88 -0.38 -1.05
C -3.01 3.65 -0.96 -0.69
C -3.40 2.34 -1.19 -1.29
C -2.53 1.32 -0.85 0.21
N -1.35 1.53 -0.27 0.61
H 5.03 0.49 5.18 0.38
H 3.39 0.96 5.71 0.31
H 3.62 -0.46 4.64 0.11
H 0.64 4.00 0.87 0.53
H -1.43 4.89 -0.18 0.56
H -3.66 4.47 -1.22 0.49
H -4.36 2.11 -1.63 0.59
H -2.79 0.28 -1.04 0.31
C -3.85 0.01 2.44 -1.12
Te -1.76 -0.02 2.85 0.50
C -1.80 -1.98 3.68 -0.98
H -4.14 -0.81 1.78 0.33
H -4.10 0.97 1.99 0.33
H -4.37 -0.08 3.39 0.43
H -2.49 -1.97 4.53 0.46
H -0.80 -2.23 4.02 0.25
H -2.14 -2.68 2.92 0.28
C 5.06 -1.07 0.84 -1.53
C 4.35 -2.38 1.11 1.41
C 5.16 -3.58 0.64 -1.56
C 4.00 -2.54 2.58 -1.09
Sb 2.40 -2.27 -0.09 0.36
C 3.00 -2.10 -2.25 1.93
C 1.79 -2.46 -3.10 -2.19
C 4.15 -3.05 -2.56 -1.91
C 3.42 -0.65 -2.47 -1.43
C 1.28 -4.16 0.35 1.93
C 2.25 -5.31 0.56 -1.76
C 0.35 -4.46 -0.81 -1.89
C 0.50 -3.85 1.62 -1.36
H 5.99 -1.04 1.43 0.48
H 4.46 -0.21 1.13 0.13
H 5.35 -0.97 -0.21 0.34
H 6.12 -3.55 1.15 0.53
H 5.37 -3.56 -0.43 0.23
H 4.69 -4.53 0.89 0.29
H 4.94 -2.54 3.15 0.62
H 3.50 -3.49 2.79 0.13
H 3.39 -1.72 2.94 -0.25
H 1.60 -3.53 -3.09 0.33
H 1.98 -2.17 -4.13 0.61
H 0.89 -1.95 -2.76 0.49
H 3.94 -4.08 -2.27 0.35
H 5.08 -2.73 -2.09 0.41
H 4.33 -3.04 -3.64 0.54
H 2.64 0.04 -2.15 0.05
H 3.61 -0.49 -3.53 0.48
H 4.33 -0.41 -1.92 0.31
H 2.93 -5.44 -0.28 0.31
H 1.68 -6.24 0.67 0.54
H 2.83 -5.19 1.48 0.39
H 0.90 -4.81 -1.69 0.39
H -0.25 -3.60 -1.08 0.23
H -0.34 -5.26 -0.51 0.57
H 1.16 -3.54 2.44 0.21
H -0.03 -4.75 1.95 0.56
H -0.24 -3.07 1.45 -0.09